[1]
C28H40N12PSSiSn as an isolated structure. Source: the Open Molecules 2025 dataset; level of theory: ωB97M-V with the def2-TZVPD basis set.

Geometry (Å):
Sn1 1.2090 -0.6804 1.1844
C1 0.0142 -6.3766 1.6556
N1 0.1550 -5.0587 1.0323
C2 -0.2739 -4.7445 -0.2268
C3 -0.0080 -3.4191 -0.4112
N2 0.5765 -2.9263 0.7209
C4 0.6613 -3.9348 1.5830
P1 1.3326 -3.8008 3.2712
C5 2.8508 -2.8594 2.8811
N3 2.9164 -1.6895 2.2423
C6 4.2380 -1.3305 2.1805
C7 4.9745 -2.2940 2.7993
N4 4.0922 -3.2452 3.2323
C8 4.4619 -4.4595 3.9681
C9 0.3293 -2.3722 3.7936
N5 0.1499 -1.2311 3.1205
C10 -0.6385 -0.4279 3.9053
C11 -0.9383 -1.0942 5.0523
N6 -0.3214 -2.3104 4.9716
C12 -0.4251 -3.3587 5.9913
H1 0.1344 -7.1388 0.8911
H2 -0.9685 -6.4717 2.1125
H3 0.7845 -6.5099 2.4098
H4 -0.7202 -5.4794 -0.8742
H5 -0.1892 -2.8071 -1.2783
H6 4.5726 -0.4246 1.7033
H7 6.0344 -2.3802 2.9655
H8 5.5452 -4.5148 4.0081
H9 4.0828 -5.3388 3.4539
H10 4.0694 -4.4183 4.9812
H11 -0.9380 0.5608 3.6095
H12 -1.5257 -0.8052 5.9067
H13 -0.5925 -2.8845 6.9538
H14 0.4989 -3.9275 6.0345
H15 -1.2575 -4.0208 5.7634
C13 1.4986 -1.7445 -6.6708
C14 0.9419 -0.7255 -7.6582
C15 -0.4996 -1.0371 -8.0486
C16 1.0974 0.7061 -7.1491
N7 0.2789 0.9698 -5.9397
C17 -0.9774 1.3339 -5.8590
N8 -1.2647 1.4417 -4.5657
N9 -0.1007 1.1656 -3.8573
N10 0.7868 0.8575 -4.6914
H16 1.4152 -2.7484 -7.0844
H17 0.9412 -1.7338 -5.7297
H18 2.5495 -1.5581 -6.4477
H19 1.5541 -0.7454 -8.5642
H20 -1.1478 -1.1207 -7.1704
H21 -0.5507 -1.9962 -8.5611
H22 -0.9139 -0.2870 -8.7260
H23 0.7781 1.4353 -7.8923
H24 2.1184 0.9290 -6.8458
H25 -1.6658 1.4779 -6.6760
N11 -0.0756 5.7062 5.1710
C18 0.2571 4.4500 5.4918
S1 0.2347 3.8144 6.9976
C19 0.5974 3.5575 4.3427
C20 1.7345 2.7565 4.3913
C21 1.9467 1.8458 3.3787
N12 1.0963 1.6717 2.3575
C22 0.0295 2.4698 2.2932
C23 -0.2494 3.4348 3.2450
H26 -0.3129 6.3464 5.9138
H27 0.1052 6.0883 4.2575
H28 2.4166 2.8317 5.2266
H29 2.8214 1.2039 3.4005
H30 -0.6372 2.3211 1.4495
H31 -1.1414 4.0408 3.1565
C24 -3.6255 5.9334 -3.0815
Si1 -3.9690 4.2519 -2.3887
C25 -3.3927 4.0767 -0.6181
C26 -5.7146 3.6859 -2.6361
C27 -2.8734 3.0279 -3.3348
C28 -2.1840 2.2749 -3.9730
H32 -4.1923 6.6848 -2.5279
H33 -3.9276 5.9975 -4.1280
H34 -2.5687 6.1960 -3.0153
H35 -3.7502 4.9270 -0.0334
H36 -2.3024 4.0631 -0.5598
H37 -3.7884 3.1656 -0.1666
H38 -6.4013 4.3548 -2.1129
H39 -5.8742 2.6767 -2.2547
H40 -5.9850 3.6991 -3.6932

Values from the calculation:
Highest occupied orbital energy ... -14.009 eV
Multiplicity ... 1
Charge ... +3
Energy relative to the best compared isomer or geometry (same formula, charge and spin) ... 25.7 kJ/mol
E ... -81376.451 eV

Now the Löwdin charges, all in e:
1. Sn 1.274
2. C 0.011
3. N -0.104
4. C -0.015
5. C -0.106
6. N -0.112
7. C -0.455
8. P 1.205
9. C -0.436
10. N -0.121
11. C -0.098
12. C -0.004
13. N -0.098
14. C 0.013
15. C -0.439
16. N -0.082
17. C -0.085
18. C 0.002
19. N -0.099
20. C 0.012
21. H 0.107
22. H 0.108
23. H 0.076
24. H 0.141
25. H 0.113
26. H 0.123
27. H 0.145
28. H 0.106
29. H 0.096
30. H 0.102
31. H 0.103
32. H 0.147
33. H 0.108
34. H 0.077
35. H 0.109
36. C -0.066
37. C -0.404
38. C -0.065
39. C -0.066
40. N -0.034
41. C 0.032
42. N -0.031
43. N 0.140
44. N 0.131
45. H 0.091
46. H 0.069
47. H 0.088
48. H 0.152
49. H 0.076
50. H 0.095
51. H 0.089
52. H 0.143
53. H 0.140
54. H 0.186
55. N 0.118
56. C -0.858
57. S 0.737
58. C -0.232
59. C -0.007
60. C -0.133
61. N -0.097
62. C -0.162
63. C 0.004
64. H 0.117
65. H 0.119
66. H 0.120
67. H 0.104
68. H 0.112
69. H 0.128
70. C -0.173
71. Si 0.464
72. C -0.185
73. C -0.174
74. C 0.017
75. C -0.068
76. H 0.048
77. H 0.044
78. H 0.040
79. H 0.041
80. H 0.023
81. H 0.033
82. H 0.048
83. H 0.040
84. H 0.044


[2]
C28H41AsNO6S5W as an isolated structure. Source: the Open Molecules 2025 dataset; level of theory: ωB97M-V with the def2-TZVPD basis set.

Geometry (Å):
W1 -0.7304 2.3046 0.3011
C1 0.0474 -2.7407 -4.5763
C2 1.2343 -1.8472 -4.3584
C3 1.3852 -1.1651 -5.7305
C4 2.3786 -2.8012 -4.0113
C5 0.9597 -0.7232 -3.3441
C6 0.4334 -0.9121 -2.0352
C7 0.3104 0.2907 -1.2224
N1 -0.2720 0.3937 0.1672
C8 -0.1721 -0.5159 1.1966
C9 -0.4554 -1.8945 1.1789
C10 -0.3291 -2.5557 2.4868
C11 0.1815 -1.8247 3.6155
C12 0.3120 -0.3973 3.6061
C13 -0.0627 0.2404 2.4021
O1 -0.1239 1.6082 2.2026
C14 0.7022 0.4018 4.7778
C15 -0.2292 1.5834 5.1598
C16 2.1367 0.8803 4.4972
C17 0.9048 -0.4248 6.0113
C18 -1.0912 -3.8431 2.7085
C19 -1.2941 -4.1211 4.1890
C20 -0.6404 -5.1205 1.9370
C21 -2.4415 -3.4506 2.1079
C22 0.7795 1.5514 -1.7122
O2 0.8813 2.5715 -0.7339
C23 1.1116 1.7370 -3.0312
C24 1.2447 0.5596 -3.7586
C25 1.3775 3.1165 -3.7344
C26 -0.0571 3.5830 -4.0164
C27 2.1860 2.8456 -4.9979
C28 2.2399 4.0995 -2.8797
H1 0.3562 -3.5468 -5.3044
H2 -0.2665 -3.2676 -3.6713
H3 -0.8039 -2.2350 -5.0677
H4 1.3990 -1.9739 -6.4840
H5 0.4894 -0.5763 -5.9172
H6 2.3014 -0.5777 -5.8497
H7 2.4243 -3.5417 -4.8545
H8 3.3699 -2.3465 -3.8562
H9 2.1084 -3.4111 -3.1257
H10 0.1611 -1.9327 -1.7251
H11 -0.9341 -2.3372 0.2942
H12 0.3502 -2.3373 4.5542
H13 -0.2224 2.3788 4.4281
H14 -1.2616 1.1968 5.2615
H15 0.0678 1.9883 6.1274
H16 2.1535 1.2741 3.4778
H17 2.5387 1.6479 5.1757
H18 2.7480 -0.0311 4.4948
H19 -0.0246 -0.9349 6.3224
H20 1.5792 -1.2584 5.7857
H21 1.3189 0.0875 6.8697
H22 -0.4085 -4.5817 4.6670
H23 -1.5047 -3.2018 4.7343
H24 -2.1703 -4.7964 4.3257
H25 0.4199 -5.3660 2.1561
H26 -1.2695 -5.9690 2.2942
H27 -0.7656 -4.9694 0.8391
H28 -2.8525 -2.5882 2.6425
H29 -2.3478 -3.2076 1.0621
H30 -3.2185 -4.2397 2.2071
H31 1.5289 0.5968 -4.7679
H32 -0.6676 2.7093 -4.3086
H33 -0.5399 4.0756 -3.2020
H34 -0.0741 4.2558 -4.8886
H35 1.5740 2.3002 -5.7419
H36 2.4891 3.7962 -5.4305
H37 3.0937 2.2776 -4.7125
H38 2.0010 4.1879 -1.8459
H39 3.3219 3.8496 -3.0065
H40 2.1191 5.1143 -3.2965
S1 -0.2555 6.9431 -0.3321
As1 -1.6876 5.3700 0.5450
S2 -0.7329 4.0954 1.7920
S3 -1.9125 3.7471 -1.1666
S4 -3.6556 5.6251 1.1791
H41 -4.6563 2.4063 2.3538
O3 -4.2183 -0.2627 1.2026
S5 -4.0474 1.1328 1.2247
O4 -4.4806 1.4019 2.7979
O5 -2.7040 1.8390 0.8883
O6 -5.1383 1.7637 0.4494

Values from the calculation:
Highest occupied orbital energy ... -5.327 eV
Multiplicity ... 1
Charge ... -1
Energy relative to the best compared isomer or geometry (same formula, charge and spin) ... 74.1 kJ/mol
E ... -160318.449 eV

Now the Löwdin charges, all in e:
1. W 1.398
2. C -0.085
3. C -0.564
4. C -0.080
5. C -0.044
6. C -0.143
7. C 0.078
8. C -0.096
9. N -0.097
10. C -0.203
11. C 0.050
12. C -0.140
13. C 0.038
14. C -0.103
15. C -0.206
16. O -0.362
17. C -0.561
18. C -0.018
19. C -0.039
20. C -0.096
21. C -0.566
22. C -0.074
23. C -0.044
24. C -0.074
25. C -0.260
26. O -0.306
27. C -0.089
28. C -0.017
29. C -0.492
30. C -0.057
31. C -0.075
32. C -0.025
33. H 0.096
34. H 0.081
35. H 0.100
36. H 0.093
37. H 0.096
38. H 0.092
39. H 0.089
40. H 0.089
41. H 0.089
42. H 0.105
43. H 0.106
44. H 0.083
45. H 0.053
46. H 0.102
47. H 0.079
48. H 0.082
49. H 0.094
50. H 0.088
51. H 0.096
52. H 0.077
53. H 0.086
54. H 0.092
55. H 0.077
56. H 0.094
57. H 0.082
58. H 0.085
59. H 0.084
60. H 0.102
61. H 0.059
62. H 0.098
63. H 0.038
64. H 0.098
65. H -0.018
66. H 0.090
67. H 0.089
68. H 0.084
69. H 0.101
70. H 0.051
71. H 0.091
72. H 0.091
73. S -0.196
74. As -0.395
75. S 0.267
76. S 0.193
77. S -0.059
78. H 0.144
79. O -0.283
80. S 0.446
81. O -0.211
82. O -0.588
83. O -0.325


[3]
C28H41CoF5N5S as an isolated structure. Source: the Open Molecules 2025 dataset; level of theory: ωB97M-V with the def2-TZVPD basis set.

Geometry (Å):
Co1 0.5000 -1.4356 0.1570
C1 1.3072 -4.6965 0.4213
C2 2.4247 -3.7549 -0.0229
N1 2.3292 -2.3868 0.5063
C3 2.6359 -2.3123 1.9534
C4 1.4122 -1.9745 2.7911
N2 0.7383 -0.8193 2.2164
C5 -0.5605 -0.4946 2.7978
C6 -1.0633 0.8760 2.3237
C7 -0.8216 1.3278 0.8741
N3 -1.2836 -0.6028 -0.4612
C8 -2.3867 -1.5105 -0.0841
C9 -1.9749 -2.9372 -0.3776
N4 -0.7203 -3.2629 0.3197
C10 -0.0546 -4.4515 -0.2188
H1 1.2123 -4.6800 1.5128
H2 1.6136 -5.7142 0.1638
H3 2.4124 -3.6739 -1.1134
H4 3.3912 -4.1933 0.2573
H5 3.0825 -1.8592 0.0456
H6 3.3930 -1.5370 2.0822
H7 3.0860 -3.2441 2.3113
H8 1.7165 -1.8131 3.8363
H9 0.6936 -2.7998 2.7909
H10 1.3426 -0.0022 2.2670
H11 -0.5127 -0.4881 3.8980
H12 -1.2520 -1.2947 2.5227
H13 -0.5767 1.6320 2.9508
H14 -2.1342 0.9464 2.5317
H15 0.2459 1.2644 0.6172
H16 -1.0717 2.3850 0.8715
H17 -1.3330 -0.5975 -1.4854
H18 -3.2875 -1.2428 -0.6462
H19 -2.6024 -1.3665 0.9751
H20 -1.7867 -3.0430 -1.4489
H21 -2.7856 -3.6335 -0.1267
H22 -0.9352 -3.4392 1.2974
H23 0.0774 -4.2879 -1.2925
H24 -0.6878 -5.3441 -0.1086
F1 4.3617 3.0221 4.0971
C11 4.5749 2.1172 3.1296
C12 3.5976 1.8443 2.1898
F2 2.4176 2.4830 2.2595
C13 3.8320 0.9098 1.2003
F3 2.8127 0.6845 0.3458
C14 5.0204 0.1727 1.0804
S1 5.2623 -1.0526 -0.1234
C15 5.9790 0.4894 2.0545
F4 7.1571 -0.1462 2.0610
C16 5.7703 1.4272 3.0511
F5 6.7224 1.6711 3.9660
C17 -1.2587 -1.1673 -3.9482
C18 -1.1262 0.3175 -3.5854
C19 0.3121 0.5962 -3.1390
C20 -2.2000 0.8088 -2.5892
C21 -3.5214 0.8322 -3.0199
C22 -4.4812 1.6695 -2.4569
C23 -4.0043 2.7187 -1.6365
C24 -2.7164 2.7608 -1.1661
C25 -2.1408 4.0837 -0.6775
C26 -2.9191 4.6807 0.4983
C27 -2.0485 5.1028 -1.8186
C28 -1.9027 1.5514 -1.3571
N5 -1.6774 0.7421 -0.1404
H25 -0.6293 -1.4169 -4.8077
H26 -2.2903 -1.4299 -4.1852
H27 -0.9222 -1.8066 -3.1225
H28 -1.2768 0.8743 -4.5215
H29 0.5574 0.0724 -2.2048
H30 0.4850 1.6583 -2.9706
H31 1.0148 0.2446 -3.9003
H32 -3.8012 0.2488 -3.8987
H33 -5.5057 1.6602 -2.8071
H34 -4.6612 3.5724 -1.4715
H35 -1.1133 3.9043 -0.3494
H36 -3.9514 4.8902 0.2103
H37 -2.4717 5.6193 0.8383
H38 -2.9518 3.9893 1.3436
H39 -3.0470 5.3490 -2.1882
H40 -1.4802 4.6838 -2.6507
H41 -1.5618 6.0287 -1.4954

Values from the calculation:
<S²> ... 3.766
Highest occupied orbital energy (alpha / beta) ... -2.074 / -3.187 eV
Multiplicity ... 4
Charge ... -1
Energy relative to the best compared isomer or geometry (same formula, charge and spin) ... 262.4 kJ/mol
E ... -99199.121 eV

Now the Löwdin charges, all in e:
1. Co 0.397
2. C -0.173
3. C -0.216
4. N -0.128
5. C -0.183
6. C -0.201
7. N -0.103
8. C -0.218
9. C -0.147
10. C -0.176
11. N -0.076
12. C -0.160
13. C -0.193
14. N -0.101
15. C -0.220
16. H 0.103
17. H 0.111
18. H 0.123
19. H 0.115
20. H -0.011
21. H 0.091
22. H 0.122
23. H 0.122
24. H 0.100
25. H 0.109
26. H 0.114
27. H 0.089
28. H 0.108
29. H 0.113
30. H 0.106
31. H 0.093
32. H 0.062
33. H 0.125
34. H 0.103
35. H 0.105
36. H 0.120
37. H 0.114
38. H 0.119
39. H 0.115
40. F 0.096
41. C -0.160
42. C -0.163
43. F 0.096
44. C -0.266
45. F 0.044
46. C -0.636
47. S 0.529
48. C -0.258
49. F 0.062
50. C -0.156
51. F 0.096
52. C -0.087
53. C -0.392
54. C -0.078
55. C -0.222
56. C -0.121
57. C -0.147
58. C -0.107
59. C -0.195
60. C -0.410
61. C -0.085
62. C -0.081
63. C -0.137
64. N -0.073
65. H 0.071
66. H 0.065
67. H 0.051
68. H 0.125
69. H 0.049
70. H 0.075
71. H 0.074
72. H 0.092
73. H 0.062
74. H 0.093
75. H 0.110
76. H 0.065
77. H 0.067
78. H 0.067
79. H 0.071
80. H 0.076
81. H 0.066